Record 1
{
  "formula": "C14H12ClNO4",
  "method": "ωB97M-V/def2-TZVPD",
  "symbols": ["O", "C", "O", "C", "C", "C", "C", "C", "C", "C", "H", "H", "H", "Cl", "H", "H", "H", "C", "N", "C", "O", "C", "C", "C", "C", "O", "H", "H", "H", "H", "H", "H"],
  "coordinates": [[-2.600, 1.526, -0.123], [-1.961, 0.404, -0.054], [-0.780, 0.079, -0.784], [-0.501, 1.128, -1.812], [0.089, 2.305, -1.336], [-0.319, 3.712, -1.306], [0.298, 4.821, -0.604], [1.607, 4.486, -0.084], [2.070, 3.228, 0.108], [1.333, 2.093, -0.401], [1.936, 1.184, -0.229], [3.019, 3.099, 0.704], [1.909, 5.278, 0.372], [-0.063, 6.298, -0.904], [-1.116, 3.821, -2.048], [-1.400, 1.620, -2.231], [0.022, 0.603, -2.421], [-2.334, -0.482, 1.003], [-1.106, -1.606, 1.078], [-1.276, -2.692, 0.699], [-2.318, -3.150, -0.017], [-0.002, -3.393, 0.861], [0.270, -4.822, 0.426], [1.539, -5.003, 0.866], [2.183, -3.980, 1.025], [1.060, -3.074, 1.264], [2.763, -3.687, 1.614], [2.208, -6.054, 0.561], [-0.588, -5.408, 0.001], [-0.364, -1.181, 1.484], [-2.423, -0.075, 1.851], [-3.154, -1.078, 0.437]],
  "nbo_charge": [-0.590, 0.765, -0.500, -0.113, -0.037, -0.171, -0.159, -0.188, -0.226, -0.190, 0.214, 0.223, 0.195, 0.144, 0.210, 0.217, 0.201, -0.312, -0.489, 0.579, -0.700, 0.297, -0.336, -0.228, 0.020, -0.408, 0.162, 0.224, 0.255, 0.408, 0.218, 0.313],
  "charge": 0,
  "energy_ha": -1356.14952,
  "de_lowest_kj_mol": 1236.4,
  "smiles": "O=C(CNC(=O)c1ccco1)OCc1cccc(Cl)c1",
  "homo_ev": -8.492
}



Record 2
{
  "formula": "C31H51IrN7O3SSi3",
  "method": "ωB97M-V/def2-TZVPD",
  "symbols": ["Ir", "N", "C", "C", "C", "C", "C", "C", "S", "O", "O", "N", "C", "N", "C", "C", "C", "N", "H", "H", "H", "H", "H", "H", "H", "H", "H", "C", "O", "Si", "C", "C", "C", "Si", "C", "C", "C", "Si", "C", "C", "C", "H", "H", "H", "H", "H", "H", "H", "H", "H", "H", "H", "H", "H", "H", "H", "H", "H", "H", "H", "H", "H", "H", "H", "H", "H", "H", "H", "N", "C", "N", "C", "C", "C", "C", "C", "H", "H", "H", "H", "H", "H", "H", "H", "H", "H", "C", "C", "C", "N", "C", "C", "H", "H", "H", "H", "H"],
  "coordinates": [[-0.285, 1.012, 1.218], [7.953, -0.373, 2.649], [6.782, 0.167, 2.238], [6.206, -0.223, 1.013], [5.008, 0.310, 0.607], [4.363, 1.251, 1.410], [4.919, 1.652, 2.626], [6.113, 1.116, 3.036], [2.846, 1.881, 0.925], [2.639, 3.212, 1.438], [2.623, 1.667, -0.483], [1.681, 0.979, 1.716], [1.685, -0.297, 2.194], [0.382, -0.697, 2.150], [0.046, -1.871, 2.677], [1.030, -2.677, 3.209], [2.342, -2.206, 3.154], [2.685, -1.020, 2.657], [8.494, -0.946, 2.027], [8.427, -0.005, 3.454], [6.721, -0.939, 0.387], [4.572, 0.020, -0.340], [4.418, 2.396, 3.231], [6.557, 1.432, 3.971], [-0.998, -2.154, 2.646], [0.796, -3.637, 3.642], [3.157, -2.812, 3.532], [-3.210, 1.935, 0.861], [-2.391, 0.742, 0.895], [-3.209, -0.753, 0.491], [-4.205, -0.371, -1.032], [-4.296, -1.074, 1.969], [-1.960, -2.051, 0.138], [-0.594, -1.710, -1.086], [-0.217, 0.146, -1.133], [-1.210, -2.151, -2.793], [1.040, -2.546, -0.732], [-2.488, -3.849, 0.422], [-2.678, -4.226, 2.251], [-1.245, -5.070, -0.249], [-4.123, -4.080, -0.462], [-4.242, 1.677, 1.093], [-3.158, 2.394, -0.124], [-2.843, 2.634, 1.609], [-5.023, 0.323, -0.832], [-4.646, -1.290, -1.424], [-3.582, 0.055, -1.822], [-4.971, -0.236, 2.156], [-3.723, -1.255, 2.881], [-4.921, -1.953, 1.802], [-1.065, 0.806, -1.304], [0.484, 0.339, -1.955], [0.543, 0.534, -0.368], [-2.090, -1.568, -3.071], [-1.477, -3.207, -2.865], [-0.431, -1.958, -3.535], [1.357, -2.467, 0.308], [1.809, -2.075, -1.351], [1.017, -3.603, -0.994], [-1.709, -4.301, 2.751], [-3.150, -5.208, 2.344], [-3.301, -3.519, 2.798], [-0.298, -5.030, 0.292], [-1.039, -4.950, -1.314], [-1.651, -6.075, -0.113], [-4.924, -3.456, -0.063], [-4.442, -5.120, -0.362], [-4.029, -3.869, -1.530], [-0.429, 2.837, 0.328], [0.095, 3.773, -0.124], [0.666, 4.809, -0.616], [0.757, 6.077, 0.142], [2.216, 6.456, 0.339], [2.951, 6.482, -0.999], [2.849, 5.128, -1.697], [1.399, 4.725, -1.905], [0.233, 5.942, 1.087], [0.228, 6.838, -0.437], [2.686, 5.729, 1.005], [2.256, 7.432, 0.824], [3.997, 6.742, -0.843], [2.525, 7.262, -1.639], [3.347, 4.362, -1.098], [3.337, 5.155, -2.672], [1.315, 3.702, -2.268], [0.897, 5.394, -2.607], [-1.132, 2.804, 5.572], [-1.886, 1.741, 5.096], [-1.621, 1.247, 3.837], [-0.658, 1.769, 3.060], [0.082, 2.794, 3.515], [-0.136, 3.333, 4.768], [-1.318, 3.210, 6.557], [-2.670, 1.293, 5.689], [-2.183, 0.426, 3.415], [0.861, 3.158, 2.858], [0.479, 4.156, 5.102]],
  "lowdin_charge": [1.345, 0.144, -0.294, -0.008, -0.055, -0.344, -0.052, -0.007, 0.635, -0.310, -0.302, -0.206, -0.441, -0.036, -0.090, -0.015, -0.064, 0.185, 0.112, 0.112, 0.120, 0.118, 0.120, 0.120, 0.096, 0.116, 0.129, -0.107, -0.475, 0.381, -0.121, -0.137, -0.297, 0.416, -0.208, -0.142, -0.140, 0.416, -0.162, -0.172, -0.161, 0.084, 0.095, 0.078, 0.052, 0.045, 0.044, 0.047, 0.029, 0.045, 0.037, 0.079, -0.019, 0.037, 0.035, 0.051, 0.015, 0.050, 0.033, 0.022, 0.052, 0.018, 0.034, 0.030, 0.050, 0.026, 0.049, 0.041, 0.073, -0.187, -0.044, -0.103, -0.168, -0.179, -0.164, -0.099, 0.129, 0.136, 0.103, 0.124, 0.120, 0.122, 0.104, 0.126, 0.126, 0.136, -0.012, -0.012, -0.095, -0.099, -0.079, -0.008, 0.129, 0.126, 0.100, 0.088, 0.126],
  "charge": 2,
  "energy_ha": -3191.51849,
  "spin_multiplicity": 2,
  "de_lowest_kj_mol": 0.0,
  "homo_ev": [-12.578, -12.578],
  "s2": 0.75
}



Record 3
{
  "formula": "C38H27I2N5O3V",
  "method": "ωB97M-V/def2-TZVPD",
  "symbols": ["V", "O", "N", "O", "C", "C", "C", "C", "C", "C", "N", "C", "C", "N", "C", "C", "C", "C", "H", "H", "H", "H", "H", "H", "H", "I", "C", "C", "C", "I", "C", "C", "C", "C", "N", "C", "C", "O", "H", "H", "H", "H", "N", "C", "C", "C", "C", "C", "C", "C", "H", "H", "H", "H", "C", "C", "C", "C", "C", "C", "C", "C", "C", "C", "H", "H", "H", "H", "H", "H", "H", "H", "H", "H", "H", "H"],
  "coordinates": [[0.149, -0.736, 0.322], [4.501, 5.667, -0.756], [5.055, 4.533, -0.774], [6.250, 4.413, -1.152], [4.365, 3.391, -0.402], [5.040, 2.183, -0.465], [4.405, 0.958, -0.182], [5.113, -0.261, -0.266], [4.453, -1.435, -0.042], [3.080, -1.402, 0.212], [2.375, -0.278, 0.305], [3.037, 0.900, 0.173], [2.359, 2.175, 0.409], [1.152, 2.108, 0.985], [0.495, 3.226, 1.223], [0.997, 4.480, 0.899], [2.251, 4.572, 0.341], [2.995, 3.407, 0.095], [6.074, 2.191, -0.774], [6.168, -0.238, -0.511], [4.953, -2.395, -0.091], [2.519, -2.324, 0.288], [-0.485, 3.128, 1.676], [0.414, 5.370, 1.099], [2.696, 5.520, 0.089], [1.889, -5.131, -1.678], [-0.002, -4.695, -0.920], [-0.974, -5.685, -0.849], [-2.223, -5.372, -0.336], [-3.643, -6.908, -0.257], [-2.554, -4.088, 0.146], [-3.783, -3.677, 0.710], [-3.891, -2.352, 1.167], [-2.834, -1.485, 1.072], [-1.644, -1.839, 0.526], [-1.526, -3.114, 0.062], [-0.268, -3.398, -0.501], [0.617, -2.409, -0.526], [-0.753, -6.685, -1.188], [-4.606, -4.370, 0.797], [-4.815, -2.000, 1.610], [-2.903, -0.465, 1.429], [0.232, -0.625, 7.787], [0.195, -0.623, 6.635], [0.144, -0.619, 5.201], [-0.596, 0.356, 4.532], [-0.627, 0.359, 3.150], [0.051, -0.587, 2.369], [0.728, -1.583, 3.087], [0.813, -1.597, 4.468], [-1.131, 1.107, 5.101], [-1.208, 1.130, 2.663], [1.249, -2.372, 2.549], [1.379, -2.363, 4.985], [-0.827, -0.826, -2.907], [-0.944, 0.567, -2.278], [0.088, 1.484, -2.941], [-0.637, 0.525, -0.799], [-2.369, 1.071, -2.468], [-3.413, 0.354, -1.879], [-4.726, 0.763, -2.010], [-5.035, 1.908, -2.737], [-4.011, 2.632, -3.319], [-2.691, 2.217, -3.185], [0.181, -1.221, -2.766], [-1.041, -0.777, -3.977], [-1.517, -1.533, -2.445], [1.082, 1.068, -2.774], [0.078, 2.486, -2.509], [-0.071, 1.566, -4.019], [-0.977, 1.426, -0.282], [-3.183, -0.525, -1.294], [-5.511, 0.186, -1.538], [-6.062, 2.231, -2.839], [-4.233, 3.530, -3.882], [-1.908, 2.804, -3.639]],
  "lowdin_charge": [0.804, -0.093, -0.405, -0.088, -0.136, 0.014, -0.157, -0.026, -0.057, -0.136, 0.075, -0.123, -0.139, 0.113, -0.157, -0.064, -0.009, -0.048, 0.102, 0.110, 0.100, 0.076, 0.094, 0.094, 0.087, 0.832, -0.668, -0.275, -0.680, 0.797, -0.241, -0.105, -0.110, -0.172, -0.010, -0.171, -0.418, -0.268, 0.059, 0.032, 0.087, 0.101, 0.109, -0.213, -0.267, -0.051, -0.117, -0.193, -0.102, -0.051, 0.107, 0.078, 0.094, 0.108, -0.039, -0.565, -0.063, -0.116, -0.172, -0.025, -0.085, -0.122, -0.107, -0.039, 0.082, 0.086, 0.078, 0.085, 0.084, 0.078, 0.055, 0.095, 0.097, 0.086, 0.090, 0.094],
  "charge": -2,
  "energy_ha": -3503.13768,
  "spin_multiplicity": 4,
  "de_lowest_kj_mol": 145.9,
  "homo_ev": [-0.406, -2.567],
  "s2": 4.18
}